[1]
# FH3P2S2

One molecule with the formula FH3P2S2 (wB97M-V/def2-TZVPD, OMol25).

Output
**Orbital gap**: 8.91 eV
**LUMO**: -0.60 eV
**Highest occupied orbital energy**: -9.510 eV
**Total energy**: -43014.9397 eV

Positions of all 8 atoms, in Å:
P: -1.439 -0.352 0.358
S: 1.014 1.456 -1.368
H: 1.947 -0.569 2.302
P: 0.589 0.596 0.276
F: 0.297 1.506 1.561
S: 2.419 -0.612 1.056
H: -1.034 -1.563 0.033
H: -1.607 -0.817 1.624

[2]
# FH3S

A 2-piece molecular cluster, FH3S overall (wB97M-V/def2-TZVPD, OMol25).

Output
**Orbital gap**: 10.91 eV
**LUMO**: 0.83 eV
**Highest occupied orbital energy**: -10.077 eV
**Total energy**: -13601.1803 eV

Positions of all 5 atoms, in Å:
H: -0.235 -0.081 -0.387
H: -0.558 -0.437 1.313
F: -0.661 -1.353 1.099
H: 1.317 0.721 -1.249
S: 0.137 1.149 -0.777

[3]
# FH4NSi

A 2-piece molecular cluster, FH4NSi overall (wB97M-V/def2-TZVPD, OMol25).

Output
**Orbital gap (spin up / spin down)**: 9.93 / 7.49 eV
**LUMO (spin up / spin down)**: -0.68 / -0.56 eV
**Highest occupied orbital energy (spin up / spin down)**: -10.613 / -8.051 eV
**Total energy**: -12147.2211 eV

Positions of all 7 atoms, in Å:
N: 1.992 0.367 -0.007
Si: -1.084 -0.551 -0.219
H: -1.020 -1.687 0.746
F: -2.083 0.683 0.164
H: 1.760 0.216 1.067
H: 1.989 1.398 -0.117
H: -1.554 -0.425 -1.635

[4]
# FH5S2Si2

One molecule with the formula FH5S2Si2 (wB97M-V/def2-TZVPD, OMol25).

Output
**Orbital gap**: 10.17 eV
**LUMO**: 0.15 eV
**Highest occupied orbital energy**: -10.018 eV
**Total energy**: -40225.1274 eV

Positions of all 10 atoms, in Å:
H: -1.513 -0.787 1.998
Si: 0.547 0.244 -0.084
S: 1.761 -1.214 -1.093
H: -2.521 -0.263 0.138
H: -0.440 2.675 -0.767
H: -1.184 -2.369 0.111
S: 0.428 1.985 -1.338
H: 2.703 -0.438 -1.004
Si: -1.378 -0.870 0.647
F: 1.596 1.036 1.395

[5]
# FH5Si2

A 2-piece molecular cluster, FH5Si2 overall (wB97M-V/def2-TZVPD, OMol25).

Output
**Orbital gap (spin up / spin down)**: 7.03 / 7.03 eV
**LUMO (spin up / spin down)**: -0.75 / -0.79 eV
**Highest occupied orbital energy (spin up / spin down)**: -7.778 / -7.818 eV
**Total energy**: -18550.9824 eV

Positions of all 8 atoms, in Å:
F: 2.023 -0.582 1.149
H: 0.286 0.590 2.489
H: -2.061 0.743 -1.864
H: -0.313 -0.430 -2.557
Si: 0.473 -0.622 1.649
H: -0.103 1.737 -1.349
H: 0.322 -1.937 2.084
Si: -0.627 0.500 -1.603

[6]
# FHNO

A 2-piece molecular cluster, FHNO overall (wB97M-V/def2-TZVPD, OMol25).

Output
**Net charge**: -1
**Orbital gap (spin up / spin down)**: 5.72 / 8.98 eV
**LUMO (spin up / spin down)**: 4.45 / 5.49 eV
**Highest occupied orbital energy (spin up / spin down)**: -1.263 / -3.490 eV
**Total energy**: -6266.7450 eV

Positions of all 4 atoms, in Å:
H: -0.545 0.194 -0.184
N: 1.484 0.007 1.322
O: 2.191 -0.940 1.131
F: 2.231 1.193 0.870

[7]
# FHNO3P

A 2-piece molecular cluster, FHNO3P overall (wB97M-V/def2-TZVPD, OMol25).

Output
**Net charge**: -2
**Orbital gap (spin up / spin down)**: 6.37 / 6.37 eV
**LUMO (spin up / spin down)**: 7.38 / 7.38 eV
**Highest occupied orbital energy (spin up / spin down)**: 1.013 / 1.014 eV
**Total energy**: -19652.7838 eV

Positions of all 7 atoms, in Å:
O: 3.387 -1.218 -0.620
N: -0.180 -1.618 -0.050
O: 2.295 1.054 -0.734
F: -1.495 -0.953 -0.226
H: 0.133 -1.357 -0.915
O: 2.669 -0.001 1.526
P: 2.438 -0.247 0.042

[8]
# FHO2S

FHO2S as an isolated structure (wB97M-V/def2-TZVPD, OMol25).

Output
**Orbital gap (spin up / spin down)**: 8.93 / 7.88 eV
**LUMO (spin up / spin down)**: -2.23 / -2.46 eV
**Highest occupied orbital energy (spin up / spin down)**: -11.163 / -10.341 eV
**Total energy**: -17660.5583 eV

Positions of all 5 atoms, in Å:
O: -1.564 -0.117 -0.329
O: 1.741 1.094 -0.340
S: 0.510 0.379 -0.522
F: 0.684 -0.718 0.681
H: -1.371 -0.636 0.510